{"formula": "C35H45BN12O3S", "method": "the ωB97M-V functional and the def2-TZVPD basis", "smiles": "[H]/N=C\\CN1c2cc(CB(O)O)ccc2Sc2cccc(O)c21.CC#N.CC#N.CC#N.CC#N.CC#N.CC#N.CC#N.CC#N.CC#N.CC#N", "orbital_gap_ev": 7.947, "multiplicity": 1, "homo_ev": -7.9, "charge": 0, "elements": ["N", "C", "C", "N", "C", "C", "C", "C", "B", "O", "O", "C", "C", "C", "S", "C", "C", "C", "C", "C", "O", "C", "H", "H", "H", "H", "H", "H", "H", "H", "H", "H", "H", "H", "H", "H", "H", "C", "C", "N", "H", "H", "H", "C", "C", "N", "H", "H", "H", "C", "C", "N", "H", "H", "H", "C", "C", "N", "H", "H", "H", "C", "C", "N", "H", "H", "H", "C", "C", "N", "H", "H", "H", "C", "C", "N", "H", "H", "H", "C", "C", "N", "H", "H", "H", "C", "C", "N", "H", "H", "H", "C", "C", "N", "H", "H", "H"], "positions_angstrom": [[0.858830, -5.376404, 0.066566], [0.271436, -4.262999, 0.161886], [0.396340, -3.133498, -0.864961], [0.077098, -1.842282, -0.183775], [-1.090441, -1.211142, -0.730218], [-2.281123, -1.316682, -0.070381], [-3.418966, -0.702092, -0.581373], [-4.708068, -0.851487, 0.194670], [-5.497884, -2.108529, -0.403857], [-4.914577, -3.350863, -0.602464], [-6.836558, -1.988723, -0.749764], [-3.313089, -0.008827, -1.749712], [-2.133698, 0.095664, -2.458306], [-1.036030, -0.516749, -1.925526], [0.576855, -0.457357, -2.679743], [1.620252, -0.239914, -1.237416], [2.719945, 0.608597, -1.219095], [3.405307, 0.712927, -0.029461], [3.013182, -0.014745, 1.063302], [1.942229, -0.858222, 1.032941], [1.528379, -1.578535, 2.115845], [1.213580, -0.966581, -0.142602], [1.407007, -5.384985, -0.798052], [-0.363435, -4.041829, 1.025965], [-0.252732, -3.272112, -1.733323], [1.443505, -3.119513, -1.183291], [-2.369637, -1.874405, 0.857301], [-5.374710, 0.009081, 0.101681], [-4.506825, -1.064338, 1.251431], [-4.479622, -3.646574, 0.202460], [-6.971918, -2.398190, -1.612827], [-4.173500, 0.503526, -2.171846], [-2.047557, 0.650615, -3.382839], [3.022789, 1.174212, -2.107799], [4.244136, 1.406729, -0.019455], [3.567928, 0.101086, 1.990253], [0.562889, -1.577587, 2.079365], [1.939904, -3.132693, -6.078853], [0.860159, -3.519257, -5.170166], [0.011815, -3.824393, -4.454719], [2.578588, -2.393320, -5.598155], [2.535278, -4.006328, -6.336744], [1.521461, -2.704868, -6.987582], [-7.448725, 1.396740, -1.814114], [-6.336208, 2.289352, -1.472203], [-5.465842, 2.992679, -1.201168], [-7.083128, 0.567597, -2.417725], [-7.898738, 1.002030, -0.908314], [-8.200620, 1.939918, -2.375587], [3.153704, 4.142445, -3.828059], [3.281749, 2.730601, -4.180169], [3.407318, 1.618868, -4.455845], [2.383342, 4.612569, -4.437339], [2.881258, 4.231832, -2.778548], [4.099701, 4.649589, -3.992044], [4.606104, 5.631791, 0.121670], [5.125987, 5.556192, -1.243409], [5.536338, 5.483538, -2.317435], [3.910872, 4.812387, 0.296567], [5.426891, 5.559456, 0.832200], [4.088771, 6.578093, 0.267635], [8.176664, 3.005015, -2.674790], [7.073947, 2.622029, -1.795068], [6.207821, 2.313306, -1.100882], [8.808870, 3.736765, -2.175639], [8.770792, 2.125946, -2.922531], [7.779955, 3.440856, -3.589607], [3.699626, -1.337556, 4.731576], [4.796813, -0.411834, 5.026556], [5.659693, 0.317096, 5.258551], [4.065157, -2.168104, 4.133951], [3.286097, -1.720236, 5.649869], [2.918980, -0.818697, 4.177478], [-11.313713, 1.390407, 0.558606], [-10.784296, 1.273090, -0.801153], [-10.367343, 1.179758, -1.871673], [-11.980188, 0.555308, 0.767607], [-10.499467, 1.382305, 1.272046], [-11.864754, 2.321630, 0.663272], [-8.341176, 1.579764, 4.473410], [-9.489964, 2.145052, 3.764434], [-10.392813, 2.591611, 3.204216], [-8.522064, 1.603930, 5.546063], [-8.185522, 0.548995, 4.160725], [-7.448221, 2.159645, 4.248434], [8.612753, -0.318635, 0.163074], [9.163181, -0.430148, -1.189644], [9.589479, -0.508761, -2.257655], [7.929041, -1.143802, 0.351605], [9.419136, -0.349012, 0.893306], [8.071861, 0.620677, 0.264257], [2.125016, -3.627580, 8.538353], [2.618455, -3.734399, 7.164509], [3.006920, -3.817421, 6.082393], [1.483046, -4.476046, 8.766112], [2.963882, -3.618523, 9.231311], [1.555663, -2.707468, 8.655758]], "forces_ev_per_angstrom": [[-0.1211, 0.0721, 0.0988], [-0.0010, 0.1938, -0.7063], [0.0299, -0.0109, 1.1694], [0.2228, 0.0724, -0.5405], [0.2444, -0.3721, 0.4171], [-0.5892, -0.0245, 0.3448], [-0.1435, -0.3634, 1.3352], [-0.6399, -0.7381, -0.4150], [-0.3264, -0.2047, 0.2191], [-0.4101, 0.2684, 0.3230], [0.7669, 0.7454, -0.6866], [-1.0427, 0.8741, -1.2972], [0.1058, 0.0075, -0.0335], [1.8842, -0.1623, 0.0068], [0.2787, 0.5029, -0.5145], [-0.9657, 0.0478, -1.0324], [-0.2750, 0.0642, -0.5945], [0.5061, 0.6323, -0.8612], [1.1145, 0.2178, 1.5743], [-1.0285, -0.4130, -0.2666], [0.3556, 0.4292, 0.5505], [-0.0744, -0.1642, 0.1714], [0.0421, -0.1562, 0.0576], [0.0656, -0.1381, -0.0564], [0.0769, -0.1706, 0.0797], [-0.1845, 0.0347, -0.2286], [0.2755, 0.0385, -0.0115], [0.2770, 0.1040, 0.1610], [0.0869, 0.3127, -0.0612], [0.5314, -0.0545, -0.2767], [-0.4295, -0.4845, 0.2648], [-0.0742, -0.0534, 0.2178], [-0.1454, 0.0420, 0.0428], [-0.2219, -0.3555, 0.4503], [-0.0659, -0.3298, 0.3392], [-0.0870, -0.0784, -0.0130], [-0.0196, -0.4193, -0.1656], [-0.1003, -0.0132, 0.1259], [-0.2251, -0.0774, 0.1994], [0.3322, 0.1050, -0.2498], [-0.0203, 0.0180, 0.0042], [-0.0043, -0.0030, 0.0014], [0.0004, 0.0076, 0.0043], [0.4971, 0.2431, 0.0005], [0.1347, 0.0885, 0.0385], [-0.2799, -0.2533, -0.0699], [-0.0102, -0.0205, 0.0341], [-0.0009, -0.0379, -0.0193], [-0.0154, 0.0015, 0.0069], [-0.1379, -0.1503, -0.1577], [0.1121, -0.4033, -0.2030], [-0.0777, 0.5402, 0.0722], [-0.0316, -0.0578, -0.0019], [0.0202, 0.0078, 0.0106], [0.0126, -0.0038, 0.0473], [0.0333, -0.0093, -0.1534], [0.2186, -0.0454, -0.3864], [-0.1152, 0.1578, 0.6285], [0.0278, -0.0258, -0.0054], [0.0037, -0.0254, -0.0057], [0.0048, 0.0036, -0.0051], [-0.0843, -0.0743, 0.0253], [-0.2912, -0.1435, 0.2050], [0.4812, 0.1904, -0.2722], [-0.0233, 0.0180, 0.0021], [-0.0221, -0.0255, 0.0231], [-0.0344, 0.0271, 0.0292], [0.2835, 0.6312, -0.2359], [0.3036, 0.2722, 0.0366], [-0.4440, -0.3673, -0.1244], [-0.0498, -0.0532, 0.0366], [0.0049, 0.0117, 0.0725], [0.0185, -0.0391, -0.0492], [-0.0035, -0.1453, -0.4129], [-0.0045, -0.0687, -0.4495], [-0.4629, 0.0140, 0.5953], [-0.0039, -0.0026, -0.0248], [0.0052, 0.0363, 0.0120], [0.0486, 0.0231, 0.0496], [-0.1176, 0.0681, -0.0780], [-0.3371, 0.2134, -0.1755], [0.5503, -0.1924, 0.4950], [-0.0065, 0.0017, -0.0010], [-0.0016, 0.0011, -0.0014], [-0.0049, 0.0039, -0.0080], [0.0908, -0.0172, -0.1349], [0.0997, 0.0001, -0.3728], [-0.2195, 0.1083, 0.5557], [-0.0139, 0.0092, -0.0046], [0.0030, -0.0139, -0.0053], [-0.0394, -0.0186, -0.0231], [0.0591, -0.0055, -0.1540], [0.1390, -0.1486, -0.4054], [-0.3269, -0.3249, 0.8225], [0.0005, -0.0021, -0.0047], [0.0028, 0.0008, -0.0032], [0.0025, -0.0004, 0.0022]]}

***

{"formula": "C35H45BN8RuTe", "method": "the ωB97M-V functional and the def2-TZVPD basis", "orbital_gap_ev": [7.774, 5.263], "multiplicity": 5, "s2": 6.029, "homo_ev": [-13.3, -13.4], "charge": 2, "de_lowest_ev": 0.449, "elements": ["Ru", "C", "C", "C", "C", "N", "N", "B", "N", "C", "C", "C", "C", "N", "N", "C", "C", "C", "C", "N", "N", "C", "C", "C", "C", "N", "H", "H", "H", "H", "H", "H", "H", "H", "H", "H", "H", "H", "H", "H", "H", "H", "H", "H", "H", "H", "C", "C", "C", "C", "C", "C", "C", "C", "C", "C", "H", "H", "H", "H", "H", "H", "H", "H", "H", "H", "H", "H", "H", "H", "C", "C", "C", "C", "C", "C", "Te", "C", "C", "C", "H", "H", "H", "H", "H", "H", "H", "H", "H", "H", "H"], "positions_angstrom": [[-0.237436, -0.237326, -0.302052], [-1.760380, 1.693237, -3.177045], [-1.554225, 2.381423, -1.880818], [-1.865464, 3.713023, -1.593548], [-1.538281, 3.886233, -0.268306], [-1.056892, 2.726936, 0.198352], [-1.054887, 1.794972, -0.784181], [-0.532816, 2.403172, 1.585126], [-1.314688, 1.146806, 2.056376], [-2.170385, 1.100436, 3.086979], [-2.746536, -0.150543, 3.118692], [-2.204897, -0.835373, 2.030937], [-2.537789, -2.227727, 1.633691], [-1.341647, -0.025779, 1.394110], [0.966812, 2.077299, 1.446088], [1.960879, 2.932915, 1.738739], [3.146689, 2.371982, 1.328924], [2.795398, 1.152269, 0.748057], [3.752322, 0.190483, 0.148439], [1.468115, 0.984114, 0.824249], [-0.674496, 3.482008, 2.630638], [-0.196338, 3.358880, 3.903341], [-0.461327, 4.519234, 4.573662], [-1.120805, 5.342106, 3.628661], [-1.609350, 6.718848, 3.858321], [-1.230275, 4.689044, 2.482627], [-2.653865, 2.078716, -3.662097], [-0.925014, 1.888320, -3.849297], [-1.868021, 0.622808, -3.020714], [-2.278951, 4.433372, -2.267915], [-1.623496, 4.724531, 0.394502], [-2.329642, 1.941396, 3.729609], [-3.477661, -0.515922, 3.808949], [-3.187743, -2.658162, 2.391124], [-3.077221, -2.231645, 0.685589], [-1.643161, -2.843936, 1.549432], [1.778805, 3.875597, 2.212377], [4.131204, 2.780942, 1.409731], [4.761795, 0.568364, 0.284715], [3.679116, -0.786380, 0.623872], [3.570902, 0.098391, -0.920700], [0.300101, 2.464927, 4.236052], [-0.233962, 4.768700, 5.589426], [-1.445428, 6.999014, 4.895678], [-1.082962, 7.425288, 3.217291], [-2.670744, 6.796057, 3.629615], [1.794580, -3.492803, 1.716685], [1.042612, -3.901933, 0.453410], [1.865575, -4.897595, -0.378019], [0.669701, -2.752066, -0.453227], [1.658747, -1.963273, -1.054026], [1.357236, -1.123145, -2.133608], [0.097251, -1.190721, -2.770630], [-0.021119, -0.814628, -4.211123], [-0.925131, -1.899216, -2.116588], [-0.647178, -2.638159, -0.958244], [1.975215, -4.374043, 2.326422], [1.205346, -2.776789, 2.301763], [2.756423, -3.041190, 1.490792], [0.122485, -4.407393, 0.759882], [2.829253, -4.480662, -0.655072], [1.336552, -5.168895, -1.288690], [2.039914, -5.798420, 0.201566], [2.690791, -2.108816, -0.774981], [2.165987, -0.633567, -2.664566], [0.395753, 0.165856, -4.427139], [-1.049103, -0.861226, -4.562330], [0.551449, -1.550465, -4.779731], [-1.896630, -2.008555, -2.584463], [-1.404991, -3.319367, -0.597937], [3.310095, -2.415679, 9.130622], [2.825242, -2.045460, 7.780879], [1.704964, -2.656808, 7.212831], [1.205374, -2.271512, 5.987662], [0.036156, -2.999162, 5.404635], [1.835407, -1.210191, 5.298205], [0.940893, -0.395424, 3.585270], [3.011968, -0.630325, 5.820600], [3.750404, 0.447552, 5.097262], [3.478545, -1.052635, 7.047302], [2.751035, -3.251497, 9.539841], [3.206833, -1.554639, 9.793849], [4.370460, -2.664391, 9.101840], [1.216579, -3.451469, 7.755246], [-0.495420, -3.544427, 6.178939], [0.384156, -3.719340, 4.662346], [-0.658398, -2.311554, 4.917170], [3.409233, 0.534753, 4.062512], [4.817954, 0.239894, 5.100889], [3.598580, 1.402576, 5.598317], [4.366254, -0.593815, 7.456420]], "forces_ev_per_angstrom": [[-0.5419, 0.0899, -1.0828], [0.0950, -0.0624, 0.0419], [-0.1158, 0.3767, 0.1501], [0.1259, -0.3292, 0.0708], [-0.0698, 0.0028, -0.3213], [-0.2491, 0.6668, 0.0326], [0.5260, -1.0991, 0.1716], [0.0002, 0.0652, -0.4276], [-0.2916, 0.2527, 0.5576], [-0.0500, -0.2502, -0.0722], [0.1959, -0.0390, -0.2076], [-0.1550, 0.0169, 0.3373], [0.0309, 0.0803, -0.0909], [0.2764, -0.3875, -0.1930], [0.4769, 0.2207, 0.3190], [0.2699, -0.1288, -0.0019], [-0.1939, -0.0422, -0.0497], [-0.0799, 0.3046, 0.2920], [-0.0871, -0.0457, -0.0699], [-0.2415, -0.4313, -0.2992], [0.4007, -0.4719, 0.6355], [0.0383, 0.0612, 0.1363], [-0.0792, -0.0744, -0.2227], [0.4046, -0.9298, 0.0794], [-0.1599, 0.2581, -0.2670], [-0.6463, 1.0408, -0.4898], [-0.0670, -0.0482, 0.0142], [0.0153, -0.0769, -0.0137], [-0.0555, 0.0139, -0.1122], [-0.1183, 0.1581, -0.1134], [-0.0173, 0.1426, 0.0319], [0.0297, 0.2439, 0.0725], [-0.1781, -0.0765, 0.1475], [-0.0119, -0.0577, -0.0144], [0.0420, -0.1009, -0.0179], [-0.0320, -0.0387, -0.0017], [-0.1290, 0.1848, 0.1039], [0.2366, 0.1446, 0.0357], [0.0522, -0.0533, -0.0094], [0.0648, -0.0701, -0.0454], [0.0897, -0.1232, -0.0439], [0.0652, -0.0766, 0.0479], [0.0975, -0.0167, 0.2332], [-0.0444, 0.0632, -0.0038], [0.0033, 0.0585, 0.0284], [-0.0445, 0.0476, 0.0433], [-0.2950, 0.0193, -0.0804], [0.0882, 0.0600, 0.0947], [-0.2479, 0.0075, 0.1428], [0.0358, 0.2785, -0.1697], [-0.2905, -0.1874, -0.0779], [-0.1105, -0.2892, -0.0001], [-0.0182, -0.3125, 0.3768], [-0.0904, 0.2373, -0.0583], [0.3867, -0.0933, -0.0889], [0.1418, 0.2240, -0.1735], [0.0650, -0.0434, 0.1266], [0.0665, -0.1844, -0.0674], [0.1674, 0.1059, -0.0553], [-0.0508, 0.0658, -0.0385], [0.1508, 0.0778, -0.0255], [-0.0124, -0.0823, -0.0747], [0.0553, -0.1461, 0.0323], [0.0113, 0.1896, 0.1605], [-0.0526, 0.1714, 0.1570], [0.0204, 0.0111, -0.0245], [-0.0043, 0.0788, -0.0004], [0.0228, 0.0090, -0.0167], [-0.0077, 0.1600, 0.0377], [-0.0553, 0.1590, 0.1719], [0.0914, -0.0255, 0.1814], [-0.0926, 0.1889, -0.4163], [0.0906, 0.0852, -0.0320], [-0.1454, 0.0072, -0.0277], [0.0472, -0.0064, -0.0373], [-0.1934, 0.1627, -0.3459], [0.5643, -0.4652, 1.0452], [0.0634, 0.0856, -0.0360], [-0.0914, 0.0866, 0.0227], [-0.1746, -0.1278, -0.0632], [0.0302, -0.0306, 0.0965], [-0.0160, -0.0484, 0.0908], [0.0358, -0.0594, 0.0363], [-0.1018, -0.1141, 0.0499], [-0.1310, -0.0198, -0.0340], [-0.0534, -0.0502, -0.0636], [-0.1715, -0.0337, -0.0080], [0.1944, 0.1469, -0.0816], [0.0604, 0.0311, -0.1148], [0.0093, 0.1358, -0.0666], [0.1296, 0.0711, 0.0440]]}

***

> Which of these has the lowest multiplicity?

C35H45BN12O3S